Computed, not measured: C31H25CrN5SSeTe as an isolated structure in a non-equilibrium geometry, with the ωB97M-V functional and the def2-TZVPD basis.

Results
Relative energy (zero: lowest compared OMol25 entry of this formula, charge and spin) in kJ/mol: 112.38
HOMO level (spin up / spin down) in eV: -5.40 / -7.31
Frontier orbital gap (spin up / spin down) in eV: 4.69 / 6.49

```
! wB97M-V def2-TZVPD RIJCOSX def2/J DEFGRID3
* xyz 0 5
Cr -0.17 0.21 0.44
C 0.87 -0.03 -2.49
C -0.26 -0.98 -2.22
C -0.74 -1.79 -3.25
C -1.78 -2.66 -3.03
C -2.36 -2.73 -1.74
C -3.41 -3.61 -1.42
C -3.94 -3.60 -0.15
C -3.47 -2.70 0.82
C -2.45 -1.82 0.53
S -1.94 -0.61 1.68
C -1.85 -1.86 -0.75
N -0.80 -1.01 -1.00
H 1.66 -0.52 -3.06
H 1.32 0.36 -1.57
H 0.52 0.82 -3.08
H -0.27 -1.73 -4.22
H -2.16 -3.28 -3.82
H -3.79 -4.28 -2.18
H -4.73 -4.28 0.11
H -3.90 -2.69 1.81
Se 2.68 6.29 -2.27
N 2.88 5.45 -0.71
C 1.92 4.57 -0.61
C 1.73 3.71 0.53
C 2.43 3.83 1.72
C 2.16 2.96 2.78
C 1.24 1.93 2.59
N 0.57 1.76 1.46
C 0.73 2.69 0.45
C -0.17 2.65 -0.64
N -1.15 1.68 -0.60
C -2.11 1.70 -1.50
C -2.17 2.64 -2.52
C -1.13 3.57 -2.65
C -0.11 3.59 -1.71
C 1.00 4.51 -1.73
N 1.24 5.34 -2.71
H 3.18 4.60 1.80
H 2.65 3.07 3.73
H 1.06 1.20 3.36
H -2.88 0.94 -1.40
H -2.99 2.62 -3.22
H -1.11 4.28 -3.46
C 4.31 -0.98 6.79
C 3.69 -1.01 5.43
C 4.35 -0.52 4.31
C 3.80 -0.60 3.04
C 4.58 -0.06 1.87
C 2.54 -1.21 2.86
Te 1.79 -1.47 0.87
C 1.85 -1.70 3.98
C 0.53 -2.42 3.90
C 2.44 -1.59 5.24
H 5.28 -0.48 6.77
H 4.47 -2.00 7.15
H 3.67 -0.47 7.51
H 5.32 -0.06 4.43
H 5.52 0.38 2.21
H 4.01 0.70 1.34
H 4.81 -0.86 1.16
H 0.04 -2.27 2.95
H -0.14 -2.08 4.69
H 0.69 -3.49 4.03
H 1.90 -1.98 6.10
*
```

=====

Computed, not measured: C18H27N5NbO7Rb as an isolated structure in a non-equilibrium geometry, with the ωB97M-V functional and the def2-TZVPD basis.

Results
Relative energy (zero: lowest compared OMol25 entry of this formula, charge and spin) in kJ/mol: 51.93
HOMO level (spin up / spin down) in eV: -15.41 / -15.41
Frontier orbital gap (spin up / spin down) in eV: 7.13 / 7.13

```
! wB97M-V def2-TZVPD RIJCOSX def2/J DEFGRID3
* xyz 2 1
N -1.67 -0.47 -0.32
C -2.73 -1.06 -0.39
O -3.78 -1.60 -0.43
Rb -0.74 3.21 1.68
Nb 0.27 -0.02 -0.45
N 0.11 1.91 -1.07
N 0.73 -1.43 -1.78
C -0.55 2.58 -2.22
C 0.08 -2.42 -2.63
C -0.41 4.10 -2.10
C 0.09 2.15 -3.54
C -2.04 2.22 -2.22
C -0.48 -3.54 -1.75
C 1.07 -3.02 -3.63
C -1.06 -1.75 -3.38
H -0.80 4.49 -1.14
H -1.00 4.58 -2.90
H 0.63 4.43 -2.22
H 1.14 2.44 -3.59
H -0.45 2.63 -4.37
H 0.05 1.06 -3.68
H -2.22 1.15 -2.38
H -2.53 2.76 -3.05
H -2.54 2.52 -1.29
H 0.32 -4.00 -1.16
H -0.94 -4.31 -2.39
H -1.25 -3.18 -1.07
H 1.85 -3.60 -3.13
H 1.55 -2.23 -4.23
H 0.54 -3.70 -4.31
H -1.52 -2.50 -4.04
H -0.68 -0.94 -4.01
H -1.83 -1.37 -2.71
C 1.54 2.25 -0.91
H 2.11 1.38 -0.49
H 1.99 2.52 -1.87
H 1.69 3.09 -0.20
C 2.15 -1.66 -1.43
H 2.47 -0.96 -0.63
H 2.33 -2.69 -1.08
H 2.80 -1.46 -2.30
O 0.49 0.88 1.44
C 0.69 -0.27 2.04
O 0.72 -1.29 1.28
C 0.73 -0.28 3.48
C 0.66 -1.47 4.23
C 0.32 -1.37 5.59
C -0.11 -0.14 6.14
C -0.09 1.01 5.34
C 0.52 0.96 4.09
N -0.88 2.19 5.54
O -1.35 2.52 6.63
O -1.08 2.87 4.47
N 0.53 -2.52 6.43
O 0.91 -3.58 5.88
O 0.35 -2.42 7.66
H 0.96 -2.42 3.79
H -0.42 -0.09 7.18
H 0.78 1.88 3.57
*
```

=====

Per-record DFT total energy, eV: -151901.5722 -43074.3768